No. 1
An isolated ion of composition C5H6NO and charge +1. Source: OMol25; level of theory: ωB97M-V/def2-TZVPD.

```
13
Properties=species:S:1:pos:R:3:forces:R:3
C 0.30512 2.67061 -0.10288 1.3 -1.3 1.0
C -0.23366 1.47980 -0.59312 -0.9 3.9 0.4
C 0.51422 -0.88750 -0.33342 2.2 -1.0 -0.8
C -0.40877 -0.64368 0.72112 -2.9 -1.3 0.5
C -0.59050 0.12337 -0.61193 -2.1 1.4 -1.6
N -0.63129 3.01234 -0.94982 -0.4 -2.2 -0.7
O -1.26098 3.83716 -1.52888 0.5 -0.7 0.6
H 1.03225 3.07846 0.63218 -0.6 0.0 -0.8
H 1.63262 -0.59438 -0.24372 -2.3 -0.3 -0.3
H 0.29053 -1.76891 -0.89997 0.5 -0.4 -0.3
H -1.32549 -1.33185 0.97997 2.2 1.4 -0.6
H -0.07226 0.00698 1.44984 0.4 0.8 1.9
H -1.56127 -0.03518 -1.21443 2.1 -0.3 0.7
```
Positions in Å, forces in eV/Å.

Output
Structure (SMILES): O=[n+]1cc1C1CC1
Total charge: +1
2S+1: 1
Calculated total energy, eV: -8805.873
LUMO energy, eV: -5.577
HOMO energy, eV: -15.371

No. 2
An isolated ion of composition C5H6NO2S and charge -1. Source: OMol25; level of theory: ωB97M-V/def2-TZVPD.

```
15
Properties=species:S:1:pos:R:3:forces:R:3
C -2.00050 -0.64112 -0.49946 5.0 0.4 -0.8
C -0.86369 -0.02209 -0.09508 -1.1 -1.0 -0.1
C -3.26698 -0.09802 -0.07372 -2.3 0.9 1.2
C -0.31181 1.04401 0.68710 0.4 0.6 -2.8
C 3.24473 -0.40595 -0.28112 0.3 -0.3 -0.2
N 0.55982 0.06989 -0.06534 -0.4 1.1 -0.1
O -4.25199 -0.78846 -0.33071 -1.4 -1.7 -1.1
O -3.33690 0.95564 0.59119 1.2 1.0 0.2
S 1.79421 -0.81143 0.69650 -0.2 -0.5 0.0
H -1.80876 -1.41046 -1.25771 -0.8 -0.1 0.6
H -0.31241 2.08346 0.37632 0.1 -0.1 -0.6
H -0.43832 1.01571 1.68864 0.0 -0.8 3.3
H 3.44205 0.62043 -0.44385 -0.4 1.4 0.0
H 3.42644 -0.88259 -1.22102 -0.9 -0.6 -0.9
H 4.12413 -0.72903 0.22826 0.5 -0.4 1.2
```
Positions in Å, forces in eV/Å.

Output
Structure (SMILES): CSN1C/C1=C\C(=O)[O-]
Total charge: -1
2S+1: 1
Calculated total energy, eV: -21700.859
LUMO energy, eV: 2.908
HOMO energy, eV: -3.792

No. 3
A 3-piece molecular cluster, C5H6NO2S overall. Source: OMol25; level of theory: ωB97M-V/def2-TZVPD.

```
15
Properties=species:S:1:pos:R:3:forces:R:3
C 1.47119 -1.78179 -0.07950 0.7 0.7 0.9
C 1.76885 0.70369 0.29840 3.5 -2.9 0.8
C 1.47817 0.42505 -1.12850 -3.1 1.3 2.3
C 0.92182 -0.51110 -0.05199 -1.7 1.4 -0.9
C -1.90580 0.13356 0.69404 2.1 -2.5 1.9
N 2.06284 -2.75547 0.04591 0.4 -1.8 -0.2
O -4.56084 -0.14412 0.26581 0.4 0.1 -0.6
O -2.40595 1.25824 0.01707 -0.5 2.5 -0.4
S -3.23927 -0.06321 -0.41675 -1.3 -0.9 0.8
H 2.85182 0.50938 0.76038 -2.2 0.3 -1.4
H 1.32436 1.43006 0.87364 -1.4 1.8 0.8
H 0.73865 1.04234 -1.60720 -0.1 0.3 -0.2
H 2.19914 0.07788 -1.72356 2.9 -1.2 -2.2
H -0.53139 -0.35578 0.20293 0.3 0.5 0.7
H -2.17358 0.03127 1.84935 -0.1 0.4 -2.3
```
Positions in Å, forces in eV/Å.

Output
Total charge: -1
2S+1: 1
Calculated total energy, eV: -21698.394
LUMO energy, eV: 3.489
HOMO energy, eV: -3.216

No. 4
C5H6NO2S as an isolated structure. Source: OMol25; level of theory: ωB97M-V/def2-TZVPD.

```
15
Properties=species:S:1:pos:R:3:forces:R:3
C 0.29692 -1.67941 -0.05743 -0.4 -2.0 0.2
C -0.88882 -1.01717 0.01723 3.4 0.0 -0.8
C 1.66301 -1.13933 -0.08178 1.1 1.7 1.3
C -0.92931 0.41186 -0.15363 1.8 0.1 1.1
C -2.22054 1.14968 -0.31061 1.6 -2.3 2.1
N 1.78186 0.29061 0.03131 -0.4 0.0 0.1
O 2.66967 -1.76505 0.11847 -0.9 0.1 -0.8
O 0.16630 1.05002 -0.08932 -0.5 0.0 -0.7
S 2.95951 1.36710 -0.10299 -0.5 0.2 1.3
H 0.47779 -2.81418 0.03272 -1.1 1.7 -0.1
H -1.77917 -1.48043 0.19521 -2.2 -1.5 0.2
H -2.43387 0.96009 -1.30824 -1.2 0.3 -2.0
H -2.91894 0.75386 0.42164 -0.4 -0.4 -0.4
H -1.98854 2.08731 0.02237 0.1 3.0 -0.1
H 3.14413 1.82505 1.26505 -0.4 -0.8 -1.6
```
Positions in Å, forces in eV/Å.

Output
Total charge: +1
2S+1: 1
Calculated total energy, eV: -21691.140
LUMO energy, eV: -5.995
HOMO energy, eV: -14.920

No. 5
An isolated ion of composition C5H6NO3 and charge -1. Source: OMol25; level of theory: ωB97M-V/def2-TZVPD.

```
15
Properties=species:S:1:pos:R:3:forces:R:3
C -0.48340 1.66509 -1.34834 -0.2 0.9 0.5
C -1.22667 -1.09626 0.71616 1.3 -1.1 -0.7
C -0.06583 1.81118 0.36707 -1.2 -1.8 -1.2
C 0.19339 -0.57769 0.25872 0.0 -2.6 0.4
C 1.30993 -1.62661 0.06484 -3.0 1.4 1.1
N 0.20915 2.04307 -2.24471 0.2 0.4 -0.3
O -1.36663 -2.33611 0.66275 0.5 0.1 -0.1
O -2.04519 -0.26357 1.07451 -1.0 1.9 0.6
O 0.67585 0.62320 0.32813 0.5 1.4 1.2
H -1.39981 1.08707 -1.30354 -0.3 -0.6 0.0
H 0.61020 2.65889 0.47276 -0.3 -0.3 0.3
H -1.03867 1.64053 0.93433 1.4 0.6 -0.6
H 1.73551 -1.47604 -0.84327 1.5 0.6 -2.9
H 0.84441 -2.56551 0.05681 -0.6 -1.3 0.2
H 2.04779 -1.58723 0.80377 1.2 0.2 1.4
```
Positions in Å, forces in eV/Å.

Output
Total charge: -1
2S+1: 1
Calculated total energy, eV: -12912.118
LUMO energy (alpha / beta), eV: 3.943 / 3.053
HOMO energy (alpha / beta), eV: -4.238 / -2.847

No. 6
An isolated ion of composition C5H6NO4 and charge +1. Source: OMol25; level of theory: ωB97M-V/def2-TZVPD.

```
16
Properties=species:S:1:pos:R:3:forces:R:3
C -0.68661 -0.96433 -0.30622 -0.2 1.0 0.4
C -0.01120 0.96449 1.19364 1.3 -2.2 2.5
C 1.24266 -1.43511 1.09731 0.0 -0.1 0.0
C -0.75669 0.31039 -1.04977 -0.4 0.7 -0.4
C -0.45849 1.45315 -0.04150 -1.8 2.8 -3.6
N -0.09055 -0.68781 1.03777 -0.6 -0.7 1.3
O -0.93028 -2.07995 -0.53176 -0.8 -1.7 -0.9
O 0.39852 1.26075 2.23535 -0.1 1.1 0.1
O 2.17651 -0.97821 0.57145 0.6 0.7 -0.4
O -0.92664 -1.21167 2.09006 -0.6 -0.8 -2.0
H 1.19625 -2.40455 1.58564 -0.5 -0.1 0.4
H -0.07318 0.15324 -1.89474 0.5 0.5 0.3
H -1.68985 0.52447 -1.59221 0.0 -0.6 0.5
H -1.32733 2.20441 0.06846 0.8 -1.5 0.3
H 0.20894 2.18544 -0.51679 0.6 -0.3 0.5
H -1.52676 -1.90022 1.61318 1.3 1.3 1.1
```
Positions in Å, forces in eV/Å.

Output
Structure (SMILES): O=C[N+]1(O)C(=O)CCC1=O
Total charge: +1
2S+1: 1
Calculated total energy, eV: -14951.649
LUMO energy, eV: -5.298
HOMO energy, eV: -16.045

No. 7
A 2-piece molecular cluster, C5H6NO4 overall. Source: OMol25; level of theory: ωB97M-V/def2-TZVPD.

```
16
Properties=species:S:1:pos:R:3:forces:R:3
C -1.94877 0.79351 0.86733 -0.3 0.8 -0.6
C 1.90803 1.73718 -0.12461 -2.2 2.4 0.7
C -1.17855 -0.10676 0.23179 -1.6 -3.1 1.0
C 0.05436 0.08671 -0.45983 2.9 0.1 0.5
C -1.46132 -1.67287 0.30983 1.5 -0.1 0.9
N 2.48322 -0.33790 -1.44655 3.8 -2.8 -1.7
O 2.90598 1.14647 -0.34745 1.1 0.2 0.8
O 0.61266 1.36749 -0.31402 -0.6 -0.4 -0.3
O 3.23644 -1.12575 -1.21455 -2.4 1.7 -0.5
O 0.75858 -0.82738 -0.91318 -2.2 0.7 0.9
H -2.86638 0.54612 1.46597 1.2 -0.1 -0.7
H -1.79001 1.86880 0.70439 0.1 -0.5 0.3
H 1.80650 2.77925 0.27094 0.7 -0.7 -0.2
H -1.00548 -2.15493 -0.57816 -0.5 0.2 0.6
H -1.00221 -2.23133 1.25226 -0.8 1.6 -1.9
H -2.51304 -1.86861 0.29584 -0.6 0.0 0.1
```
Positions in Å, forces in eV/Å.

Output
Total charge: +1
2S+1: 1
Calculated total energy, eV: -14950.397
LUMO energy, eV: -5.593
HOMO energy, eV: -14.745

No. 8
C5H6NPS in the gas phase. Source: OMol25; level of theory: ωB97M-V/def2-TZVPD.

```
14
Properties=species:S:1:pos:R:3:forces:R:3
C 0.57618 1.59702 -1.04105 -2.3 -2.7 3.3
C -0.60862 2.08284 -0.37258 1.3 0.4 -1.0
C 0.78763 0.27276 -0.55335 -0.8 2.7 -1.0
C -1.11749 1.15678 0.46668 1.6 -3.9 0.1
C -0.31789 -1.29937 1.07288 2.3 -0.5 -2.4
N -0.18789 -0.08098 0.28221 -2.0 2.7 0.8
P -2.60766 1.02294 1.45448 1.1 -1.1 -0.2
S -3.46557 2.77101 1.40190 -0.5 1.0 -0.1
H 1.10028 2.09226 -1.75280 1.6 1.3 -1.8
H -1.06752 3.04759 -0.48136 0.1 0.2 -0.2
H 1.56407 -0.39617 -0.81781 0.5 -0.6 -0.1
H -1.34025 -1.26870 1.23407 -1.9 -1.0 1.1
H -0.03245 -2.23190 0.39900 -0.6 1.9 1.6
H 0.31206 -1.19956 1.96192 -0.3 -0.5 0.0
```
Positions in Å, forces in eV/Å.

Output
2S+1: 3
<S²>: 2.016
Calculated total energy, eV: -26893.550
LUMO energy (alpha / beta), eV: 0.964 / -2.639
HOMO energy (alpha / beta), eV: -6.737 / -8.396

No. 9
A 2-piece molecular cluster, C5H6NS overall. Source: OMol25; level of theory: ωB97M-V/def2-TZVPD.

```
13
Properties=species:S:1:pos:R:3:forces:R:3
C -2.24570 -0.27079 0.01211 -4.2 1.5 -1.3
C -1.95586 1.02906 -0.34412 3.5 0.9 0.7
C -0.13562 -1.10074 0.38638 -1.2 0.2 -0.3
C 0.52042 0.10116 0.16089 3.2 1.0 -1.1
C 2.59055 0.16963 -0.07230 -3.5 0.8 0.2
N -1.48564 -1.26350 0.28477 3.2 -1.3 0.9
S -0.28859 1.51647 -0.31110 -0.8 -1.6 0.3
H -3.33708 -0.49791 -0.05609 0.8 0.0 0.2
H -2.55995 1.89604 -0.53735 -0.9 -0.3 -0.2
H 0.41797 -2.00486 0.61752 0.0 0.1 0.0
H 2.95920 0.26542 0.92667 0.0 0.6 0.6
H 2.84389 1.03751 -0.77233 -0.6 -1.7 0.9
H 2.67640 -0.87750 -0.29505 0.2 -0.1 -1.1
```
Positions in Å, forces in eV/Å.

Output
Total charge: +1
2S+1: 1
Calculated total energy, eV: -17597.093
LUMO energy, eV: -6.334
HOMO energy, eV: -14.995

No. 10
An isolated ion of composition C5H6NS and charge +1. Source: OMol25; level of theory: ωB97M-V/def2-TZVPD.

```
13
Properties=species:S:1:pos:R:3:forces:R:3
C 0.94759 1.90899 1.55927 -0.3 0.1 0.6
C -0.12831 1.21291 2.06839 -0.4 -0.5 -0.2
C 0.89836 0.66360 -0.33149 -0.2 -0.5 -0.5
C -0.33697 -0.37258 -0.14984 3.9 5.2 2.4
C -0.70975 -1.36857 -1.13469 -0.2 -0.7 -0.4
N 1.52802 1.70441 0.36822 -3.3 -4.0 -1.4
S -1.04344 -0.07335 1.36417 0.8 0.4 -0.6
H 1.38303 2.70063 2.16172 -0.1 -0.1 0.0
H -0.51661 1.46175 3.04685 0.0 0.0 0.0
H 1.38703 0.50078 -1.28817 -0.1 -0.1 0.0
H -0.17425 -2.30648 -0.94065 0.0 0.1 0.1
H -0.43791 -1.05421 -2.14224 -0.1 0.1 0.0
H -1.77475 -1.59438 -1.07571 0.0 0.0 -0.1
```
Positions in Å, forces in eV/Å.

Output
Total charge: +1
2S+1: 1
Calculated total energy, eV: -17598.166
LUMO energy, eV: -6.318
HOMO energy, eV: -14.893

No. 11
C5H6O in the gas phase. Source: OMol25; level of theory: ωB97M-V/def2-TZVPD.

```
12
Properties=species:S:1:pos:R:3:forces:R:3
C 0.51166 1.09653 -0.10683 -1.0 -0.4 -0.1
C 1.19333 -0.15036 -0.01589 -0.2 -0.7 0.2
C -0.91088 -0.38250 -0.12931 0.5 1.1 0.0
C 0.24429 -1.12550 -0.28172 0.8 -0.1 -0.1
C -2.18952 -0.26258 0.14964 -0.1 0.0 0.1
O 2.43927 -0.36983 0.46311 -0.1 0.1 -0.2
H 2.93426 0.45831 0.46229 -0.1 -0.1 0.0
H 0.18283 1.43596 -1.07891 0.1 0.0 -0.1
H 0.70846 1.88481 0.61994 0.0 0.0 0.0
H 0.36059 -2.14268 -0.62999 0.0 0.0 0.1
H -2.72643 -1.07747 0.62484 0.0 -0.1 -0.1
H -2.74785 0.63531 -0.07716 0.1 0.1 0.1
```
Positions in Å, forces in eV/Å.

Output
Structure (SMILES): C=C=CC(=C)O
2S+1: 1
Calculated total energy, eV: -7325.946
LUMO energy, eV: 0.663
HOMO energy, eV: -8.125

No. 12
C5H6O in the gas phase. Source: OMol25; level of theory: ωB97M-V/def2-TZVPD.

```
12
Properties=species:S:1:pos:R:3:forces:R:3
O 1.30423 -0.58683 -2.17258 0.2 0.2 -0.7
C 1.36219 -0.19484 -0.88237 -0.1 -0.2 0.1
C 0.50576 0.65814 -0.34891 -0.2 -0.9 -0.2
C 0.12613 0.49763 1.09460 0.4 0.4 -0.5
C -1.22498 -0.11485 1.09625 -0.4 0.2 0.2
C -2.28146 -0.68644 0.95375 0.5 0.5 0.3
H 0.38469 -0.40483 -2.41644 0.4 -0.1 -0.4
H 2.12755 -0.68704 -0.28586 -0.2 -0.2 -0.2
H -0.16869 1.28563 -0.93599 0.1 -0.4 -0.1
H 0.30650 1.53316 1.36074 -1.1 0.1 1.7
H 0.81292 -0.16338 1.64243 -0.1 0.3 -0.2
H -3.25482 -1.13635 0.89441 0.4 0.1 0.0
```
Positions in Å, forces in eV/Å.

Output
Structure (SMILES): C#CC/C=C/O
2S+1: 1
Calculated total energy, eV: -7326.273
LUMO energy, eV: 0.996
HOMO energy, eV: -8.788

Ordered max |F| results: 4.0; 5.1; 4.6; 3.5; 3.5; 4.9; 5.0; 4.9; 4.6; 6.9; 1.3; 2.0; unit eV Å⁻¹.